# 1
The following is a DFT calculation (ωB97M-V/def2-TZVPD) of 13 unconnected molecules or ions with the total composition C43H73Cl9O25.

Calculated values
* spin multiplicity: 1
* HOMO level: -9.7 eV
* electronic energy: -7705.01854 Ha

Geometry (Å):
1 Cl -24.4594 -1.3324 9.3427
2 Cl -25.6110 12.1808 8.8665
3 Cl -23.2772 10.1883 3.0140
4 Cl -22.9037 10.1014 0.1112
5 Cl -25.4150 -2.0821 6.6737
6 Cl -23.2740 -0.2446 6.8766
7 Cl -24.7568 12.1618 1.2596
8 Cl -25.1004 11.9878 6.0144
9 Cl -23.5782 10.3861 7.7409
10 O -29.4815 1.3187 1.0220
11 O -19.7953 3.8481 4.7521
12 O -28.6569 1.9214 8.5211
13 O -24.1390 5.5893 0.7048
14 O -27.4905 6.7739 -1.7379
15 O -28.6187 5.5410 -3.1689
16 O -28.5181 10.4357 4.1693
17 O -29.2853 5.6140 -0.9833
18 O -27.8060 7.2918 10.1560
19 O -21.9245 5.1859 0.8142
20 O -26.9334 5.9597 3.4156
21 O -26.1886 3.1156 2.5130
22 O -27.6601 9.5445 10.1625
23 O -26.4795 2.2116 8.8763
24 O -29.8057 1.1117 3.2809
25 O -21.1964 2.5717 3.4279
26 O -24.3596 5.6452 6.5500
27 O -25.3942 1.7202 0.9476
28 O -28.2610 5.7850 5.2313
29 O -30.7852 2.6718 2.1593
30 O -23.1418 4.3525 -0.8207
31 O -22.9412 7.3264 7.2099
32 O -27.4688 9.6818 2.3369
33 O -28.5524 8.5554 8.4249
34 O -26.6077 7.0862 5.3700
35 C -28.3901 3.3977 5.2075
36 C -20.8921 3.4236 4.4872
37 C -22.6035 2.4413 3.3059
38 C -27.2012 7.3908 -0.3955
39 C -27.1606 3.1093 0.2947
40 C -30.1267 7.6113 6.7241
41 C -29.0290 7.3717 7.7678
42 C -29.4328 4.4079 -3.3919
43 C -24.7596 -0.8235 7.6239
44 C -27.6811 -0.0318 3.1873
45 C -27.3669 9.5733 11.5679
46 C -26.4594 8.6156 -0.8258
47 C -25.2816 5.1025 8.6913
48 C -25.5730 1.5797 -0.5336
49 C -31.3489 3.0760 0.9113
50 C -24.3967 11.9249 7.6047
51 C -29.6449 2.8987 10.4169
52 C -20.6701 4.6088 0.2230
53 C -29.8625 1.8938 9.2522
54 C -24.5295 6.3918 8.8411
55 C -28.1294 2.7819 10.6314
56 C -28.9909 4.6398 4.6977
57 C -25.3638 7.6435 4.7615
58 C -29.3603 11.2041 2.0378
59 C -29.9977 1.6496 2.0452
60 C -23.0492 5.0052 0.1808
61 C -27.2676 6.2574 4.5107
62 C -23.2796 2.9793 4.5394
63 C -29.6346 11.2388 4.4566
64 C -22.1685 3.9681 5.0171
65 C -30.0042 12.0619 3.1439
66 C -28.5219 5.9292 -1.8519
67 C -24.0135 10.5045 1.4370
68 C -27.6251 2.3407 9.2398
69 C -25.2669 4.7753 7.1520
70 C -28.4072 10.2859 2.8213
71 C -23.8328 6.5569 7.4470
72 C -19.4885 5.2741 0.9530
73 C -24.2196 5.6782 2.1260
74 C -29.1855 -0.1960 3.2885
75 C -27.9806 8.3600 9.6277
76 C -26.2111 2.6878 1.3809
77 C -27.0197 2.1034 -0.7621
78 H -24.9145 9.8549 1.3194
79 H -30.4083 10.6272 4.8849
80 H -22.9854 3.0081 2.4390
81 H -29.9900 10.5125 1.4819
82 H -27.9101 8.8476 12.1407
83 H -25.4040 0.0713 7.6076
84 H -28.1838 7.5859 0.0359
85 H -22.7477 1.3737 3.0764
86 H -24.7854 6.5993 2.2884
87 H -26.9863 4.1424 -0.0562
88 H -29.8956 3.9241 10.1731
89 H -18.4966 4.8482 0.5954
90 H -23.2275 5.9382 2.5101
91 H -26.6321 6.6552 0.2100
92 H -29.3271 11.9399 5.1984
93 H -25.0156 3.7342 6.8351
94 H -23.6279 12.7515 7.6440
95 H -24.9174 8.2168 5.5376
96 H -27.9421 1.9159 11.3385
97 H -27.6655 1.2581 -0.5607
98 H -26.3777 5.2215 8.9811
99 H -20.7181 4.7014 -0.8239
100 H -27.1660 2.4520 -1.8072
101 H -29.5587 -0.7842 2.4390
102 H -22.1565 4.1981 6.0843
103 H -24.6054 6.8171 4.5748
104 H -27.1051 -0.9738 3.4451
105 H -26.5239 9.3860 -0.0782
106 H -26.2847 9.4126 11.6918
107 H -23.5374 2.1882 5.2442
108 H -29.8468 8.2345 5.9300
109 H -22.3469 4.9130 4.4653
110 H -24.9182 4.2715 9.3345
111 H -27.6228 10.5701 11.8896
112 H -29.3345 6.6596 8.5184
113 H -31.9644 3.9047 1.1841
114 H -28.2273 6.8814 7.2844
115 H -25.5414 8.2683 3.8472
116 H -30.7446 2.1015 8.6128
117 H -30.4808 4.5461 -2.9852
118 H -30.2051 2.6490 11.3375
119 H -30.4313 6.6604 6.3790
120 H -29.4591 -0.6230 4.2666
121 H -28.9991 3.5245 -2.9599
122 H -27.4532 0.3743 2.1721
123 H -28.1715 3.0997 0.6847
124 H -28.8650 11.7035 1.1876
125 H -27.1051 9.0164 -1.6401
126 H -29.9470 0.8122 9.6624
127 H -27.4109 3.1547 4.7761
128 H -24.2621 3.4879 4.3177
129 H -25.3430 0.5348 -0.7513
130 H -19.4572 6.3374 0.7764
131 H -28.1110 3.4183 6.2850
132 H -30.0244 4.7475 4.9837
133 H -27.6300 3.7163 10.9584
134 H -27.3526 0.7537 3.8497
135 H -30.5958 3.3955 0.2308
136 H -23.7667 6.2015 9.5649
137 H -29.4087 4.2114 -4.4421
138 H -24.8334 2.2555 -1.0156
139 H -24.7133 4.7903 2.5465
140 H -28.9895 2.4864 5.0511
141 H -29.3225 12.8849 3.2977
142 H -28.9095 4.6600 3.5852
143 H -20.6279 3.5204 0.3171
144 H -25.0779 7.3394 9.0544
145 H -31.9600 2.2354 0.4522
146 H -31.0001 8.0415 7.2380
147 H -19.5327 5.1566 2.0592
148 H -26.2668 4.9744 6.6617
149 H -25.4679 8.3797 -1.1491
150 H -31.0187 12.3673 2.9808

Forces on the atoms, in the same order (eV/Å):
Cl -0.26 0.29 -0.94
Cl 0.20 -0.06 -0.08
Cl -0.22 0.38 -0.43
Cl -0.23 0.35 0.36
Cl -0.66 -0.90 -0.38
Cl 0.53 0.05 0.05
Cl 0.83 -0.73 0.24
Cl -0.56 0.28 -0.66
Cl 0.20 -0.34 0.46
O 0.27 -1.24 -0.77
O -0.50 -1.20 -0.39
O -0.14 -0.02 -1.50
O 0.48 -0.44 -0.21
O -0.31 -0.89 0.30
O 0.57 0.51 1.30
O -0.12 -0.56 -1.46
O -0.18 -0.45 0.29
O 0.04 -0.15 0.09
O 1.86 0.08 0.79
O 0.00 -0.07 -1.26
O 0.18 -0.49 -0.41
O -0.61 -0.15 -0.28
O -0.76 0.35 -0.08
O -0.50 -0.11 -1.13
O 1.22 0.93 1.33
O 1.87 1.62 0.45
O 0.02 0.03 -1.11
O -1.58 -0.91 0.00
O -1.19 0.72 0.36
O -0.18 -0.33 -0.94
O -0.68 -0.54 -0.58
O -1.32 0.07 0.57
O 0.08 0.40 0.48
O 1.25 0.60 -1.91
C 1.47 -2.01 1.44
C 0.38 0.95 -1.15
C -0.93 -0.94 -1.44
C -0.56 -1.19 -0.97
C -0.71 1.55 0.37
C -0.37 0.59 2.93
C -0.40 -0.39 -0.32
C -1.34 0.03 0.70
C 0.33 1.40 0.88
C 0.59 -0.35 -0.72
C 1.16 0.12 -0.55
C -1.66 0.56 -0.28
C -2.82 -0.99 -0.05
C 0.36 0.99 0.58
C -1.04 -0.84 -0.21
C 1.11 1.06 -0.01
C 0.09 -0.43 0.50
C -0.15 -0.07 1.76
C -0.91 -1.15 1.62
C 0.42 0.23 -1.55
C 0.06 -0.42 0.03
C 0.55 0.68 -1.51
C 0.02 -1.17 -0.59
C -0.20 -0.93 0.20
C 1.06 -0.58 1.78
C -0.71 -0.80 -0.84
C 1.09 0.68 2.04
C -0.47 0.86 0.63
C -1.22 0.93 -0.50
C -1.84 -0.08 0.22
C 2.01 -1.45 0.48
C 0.58 0.77 -0.96
C -1.50 -0.47 -0.39
C 1.11 -0.45 1.46
C -1.84 -0.96 -0.03
C 2.65 0.81 -0.89
C -0.14 -0.29 1.03
C 0.52 -0.74 -0.06
C 0.27 1.51 0.23
C 0.61 0.01 0.28
C -0.33 0.20 -0.32
C -0.18 0.52 0.63
C 1.27 -1.79 -1.59
H 1.02 0.40 0.30
H -0.57 -0.33 -0.06
H 0.52 -0.13 0.05
H -0.77 -0.05 0.31
H -0.36 -0.47 0.02
H 0.00 -0.73 0.43
H 0.28 0.08 0.27
H -0.39 0.39 0.25
H -0.38 -0.56 0.20
H 0.32 -0.39 0.36
H -0.18 0.12 -0.41
H -1.31 0.35 0.38
H -0.10 -0.61 0.25
H -0.37 0.48 -0.36
H 0.16 0.43 0.71
H 0.07 0.67 0.73
H -1.00 -1.03 0.23
H 0.08 0.76 0.60
H 0.21 1.08 -0.73
H -0.45 -0.04 -0.15
H 1.33 -0.10 -0.25
H 0.05 0.96 -1.30
H 0.11 -0.18 0.73
H -0.12 0.07 0.43
H 0.13 -0.09 -0.25
H -1.32 0.92 -0.07
H -0.73 1.04 -0.58
H 0.44 0.19 0.62
H -0.38 0.01 0.12
H 0.40 0.04 0.22
H 0.62 0.82 -1.14
H 0.30 -0.26 0.39
H 0.06 0.60 -0.68
H -0.04 0.27 0.08
H -0.54 -0.05 0.38
H -0.55 0.46 -0.09
H 1.17 -0.17 -0.54
H -0.22 -0.72 0.92
H 0.79 -0.06 0.22
H 1.19 -0.12 -0.61
H 0.17 -0.04 -0.61
H -0.20 -1.02 -0.58
H -0.13 0.05 -0.55
H 0.20 -0.37 0.66
H 0.12 -0.81 0.68
H -0.01 0.22 0.24
H 0.29 0.12 0.88
H 0.91 -0.11 0.15
H -0.15 1.70 -0.54
H -0.19 0.37 -0.52
H 1.15 -0.45 0.02
H -0.31 0.22 -0.10
H -0.08 0.39 -0.25
H -0.75 0.29 -0.37
H -0.29 0.27 0.20
H -0.24 -0.75 -0.06
H 0.10 0.16 0.51
H 0.61 0.21 -0.56
H 0.68 0.63 0.48
H -0.32 0.30 -0.74
H -0.29 -0.49 0.36
H 0.30 0.47 -0.06
H -0.09 0.61 -0.02
H -0.32 0.87 -0.47
H -0.21 0.13 0.77
H -0.46 0.06 0.75
H 0.21 -0.91 -0.05
H 0.75 1.01 0.62
H 0.14 0.07 -0.25
H -0.12 -0.28 -0.79
H 0.90 -0.14 0.79
H 0.57 0.13 -0.25
H -0.41 0.04 0.22

# 2
The following is a DFT calculation (ωB97M-V/def2-TZVPD) of a molecular structure, C43H74AsBCrN8O2S3Si3.

Calculated values
* spin multiplicity: 5
* HOMO level (spin up / spin down): -12.7 / -12.7 eV
* energy relative to the best compared isomer or geometry (same formula, charge and spin): 2.337 eV
* charge: +2
* electronic energy: -7639.33181 Ha

Geometry (Å):
1 As -0.1980 2.9071 -0.0188
2 Cr 0.1892 0.4698 0.3814
3 S -1.9637 0.3719 1.4341
4 S 1.9538 -0.4864 -0.9833
5 S -1.1159 -0.5458 -1.3954
6 Si 1.6043 4.6583 -0.2224
7 Si -1.5551 3.2787 -1.9888
8 Si -1.4076 3.7016 1.9299
9 O 5.0431 3.0763 -0.1268
10 O 7.5491 0.5535 2.1880
11 N 1.6935 -2.0734 1.1460
12 N -0.3546 -1.3552 2.6058
13 N 2.1276 -2.9406 2.0515
14 N 6.5395 1.4620 0.2413
15 N -0.7098 -2.4181 0.4165
16 N 0.2119 -1.7509 3.7448
17 N -0.9797 -3.5519 1.0550
18 N 1.9225 1.0028 1.5672
19 C -2.8023 -5.0938 2.6625
20 C 5.1819 -4.8998 2.9186
21 C -3.3023 3.5273 1.7252
22 C -1.5975 -0.7741 2.6294
23 C -0.5937 2.4254 -3.4004
24 C 7.1204 0.3047 0.8829
25 C 2.5773 4.1157 -1.7826
26 C -0.7870 -6.3288 1.8420
27 C -1.0295 5.5436 2.2514
28 C 2.5494 4.4918 1.4447
29 C 2.9739 1.4660 0.8735
30 C 2.8620 -5.7967 2.7490
31 C 3.6989 -4.5325 2.9830
32 C 2.4481 -1.7215 0.0707
33 C -0.4591 -1.3253 7.3149
34 C 1.1810 6.5243 -0.4010
35 C -1.7522 -4.4611 0.5273
36 C 1.6690 -1.4483 6.0318
37 C 4.2987 1.3500 1.2833
38 C 2.1888 0.4989 2.7812
39 C 4.5574 0.7568 2.5177
40 C -2.0883 -5.6410 1.4159
41 C 4.5188 -2.0211 -1.3333
42 C -2.4562 -1.0083 3.7226
43 C -2.9939 -6.6526 0.7191
44 C 0.2535 -2.0267 6.1512
45 C 3.2879 -3.5336 1.9209
46 C -3.2919 2.5312 -1.7610
47 C -0.4823 -1.7803 4.8523
48 C -1.5729 5.1791 -2.1881
49 C -1.9950 -3.1260 -1.4656
50 C 4.1000 -3.2847 0.7905
51 C -1.2558 -2.1120 -0.7818
52 C 0.2939 -3.5405 6.4095
53 C -2.2414 -4.2942 -0.7940
54 C 5.3261 2.0275 0.4201
55 C -0.7373 2.7482 3.4626
56 C 3.6948 -2.3720 -0.1456
57 C 3.4703 0.3514 3.2773
58 C -2.4735 -2.8613 -2.8461
59 C -3.8643 -0.5259 3.6951
60 C 3.3951 -3.9506 4.3621
61 C -1.8817 -1.5719 4.8360
62 B 0.2532 -1.5382 1.2477
63 H 0.5576 6.8959 0.4041
64 H -0.1503 -5.6142 2.3553
65 H 0.0156 5.7156 2.4841
66 H 3.5750 4.1899 1.2614
67 H -3.9342 -6.2016 0.4127
68 H -3.0244 -5.9149 3.3385
69 H 1.6377 -0.3622 6.0983
70 H 1.8059 -5.5721 2.8607
71 H -3.7902 3.6347 2.6904
72 H -4.3592 -0.7856 2.7607
73 H -0.2564 -6.7262 0.9787
74 H 2.2796 3.1274 -2.1323
75 H -0.5219 1.3534 -3.2262
76 H 3.0365 -6.1902 1.7493
77 H -1.6155 5.8900 3.0958
78 H 0.1048 3.2803 3.8967
79 H -3.7368 -4.6056 2.3898
80 H 7.9431 -0.0389 0.2451
81 H 0.2080 -1.2972 8.1716
82 H -1.4987 2.6583 4.2326
83 H 5.0374 -3.7990 0.6666
84 H 2.3001 -1.8268 6.8296
85 H -3.7470 2.3173 -2.7227
86 H -3.2509 1.5990 -1.2038
87 H -2.5042 -7.0885 -0.1477
88 H 3.1433 -6.5551 3.4735
89 H 0.6506 -4.0741 5.5335
90 H 2.3527 -3.6620 4.4066
91 H 0.9613 -3.7527 7.2400
92 H -2.9921 -3.7228 -3.2535
93 H 5.8156 -4.0161 2.9375
94 H -0.7209 -0.3009 7.0553
95 H 0.4164 2.8202 -3.4835
96 H -0.4033 1.7422 3.2159
97 H 4.6078 -0.9384 -1.4226
98 H 5.5617 0.6488 2.8952
99 H 5.4270 -5.5067 3.7862
100 H -1.6145 5.6669 -1.2166
101 H -2.4790 -1.7777 5.7066
102 H -3.1400 -1.9995 -2.8555
103 H 3.6197 -0.0639 4.2603
104 H 5.5052 -2.4731 -1.2749
105 H -1.6295 -2.6151 -3.4895
106 H -3.8807 0.5612 3.7754
107 H -3.6012 2.5714 1.3056
108 H 4.0367 -2.3730 -2.2450
109 H -2.4239 5.5109 -2.7721
110 H -2.8018 -5.0779 -1.2754
111 H 4.0186 -3.0788 4.5502
112 H -0.6758 5.5144 -2.6991
113 H 0.7075 6.7892 -1.3396
114 H -3.9546 3.2080 -1.2334
115 H -3.6856 4.3177 1.0845
116 H -4.4169 -0.9443 4.5302
117 H 6.3602 -0.4811 0.9608
118 H -1.2982 6.1560 1.3977
119 H 1.3539 0.2032 3.3984
120 H 2.1214 7.0690 -0.3554
121 H -1.0802 2.5674 -4.3611
122 H -3.2210 -7.4586 1.4107
123 H 3.5958 -4.6872 5.1347
124 H 2.5940 5.4399 1.9697
125 H -0.6944 -3.9196 6.6626
126 H 2.7667 1.9572 -0.0708
127 H 2.0835 3.7602 2.1009
128 H 2.4309 4.8229 -2.5932
129 H 5.4110 -5.4936 2.0385
130 H 7.1523 2.0406 -0.3213
131 H 3.6420 4.0882 -1.5716
132 H 2.1013 -1.7253 5.0791
133 H 8.3642 1.0684 2.2009
134 H -1.3639 -1.8416 7.6245
135 H -2.1661 -4.3784 3.1788
136 H -1.0161 -7.1488 2.5168

Forces on the atoms, in the same order (eV/Å):
As -0.23 1.66 -0.37
Cr 0.40 0.39 -0.93
S 0.09 -0.65 0.12
S -0.40 -0.22 -0.13
S -0.15 0.41 -0.37
Si 0.53 0.22 0.02
Si -0.01 0.30 -0.32
Si -0.21 0.39 0.64
O -0.10 0.01 -0.06
O 0.19 -0.06 0.44
N 0.97 0.25 -0.74
N -1.24 0.40 0.85
N -0.24 -0.62 0.72
N 0.56 -0.15 -0.20
N -0.50 0.07 -0.99
N 0.53 -0.22 0.30
N 0.17 -0.48 0.74
N 0.26 -0.06 0.38
C 0.11 -0.06 -0.17
C -0.22 0.10 -0.09
C 0.79 -0.08 -0.11
C 0.50 0.56 -0.37
C -0.29 0.24 0.67
C -0.21 -0.01 -0.33
C -0.36 0.08 0.65
C -0.16 0.17 -0.03
C -0.11 -0.80 -0.38
C -0.38 -0.07 -0.64
C 0.19 0.18 -0.19
C 0.10 0.16 0.09
C -0.13 -0.18 0.27
C 0.00 0.18 0.17
C 0.02 -0.06 -0.14
C -0.32 -0.93 0.01
C 0.01 0.27 -0.25
C -0.19 -0.11 -0.10
C -0.19 0.05 0.33
C 0.12 0.04 0.31
C -0.40 0.02 -0.24
C 0.04 -0.15 0.24
C 0.01 0.00 -0.11
C 0.21 -0.51 0.86
C 0.13 0.19 0.04
C 0.21 -0.11 0.15
C 0.08 0.27 -0.31
C 0.69 0.25 0.07
C -0.05 0.05 -0.25
C -0.05 -0.87 0.10
C 0.01 -0.35 0.35
C -0.42 0.47 -0.34
C 0.18 0.11 0.37
C 0.01 0.13 -0.07
C 0.28 0.56 -0.13
C -0.16 0.05 0.03
C -0.08 0.14 -0.68
C 0.16 -0.38 0.45
C 0.03 0.10 -0.01
C -0.05 0.03 -0.10
C -0.07 -0.03 -0.05
C -0.04 -0.08 -0.25
C -0.34 0.35 -0.90
B 0.04 -1.63 0.18
H -0.06 0.02 0.15
H 0.06 0.01 0.04
H 0.22 -0.01 0.02
H 0.14 -0.10 -0.12
H -0.16 0.01 -0.07
H -0.07 -0.08 0.10
H 0.01 0.16 0.02
H -0.08 -0.02 0.01
H 0.02 0.04 0.24
H -0.03 -0.03 -0.03
H 0.10 -0.05 -0.05
H 0.01 -0.06 -0.03
H 0.01 -0.08 -0.01
H -0.03 -0.11 -0.10
H -0.19 -0.02 0.23
H 0.14 0.16 0.02
H -0.11 0.05 0.02
H -0.20 -0.01 0.10
H 0.05 0.00 0.11
H -0.22 0.06 0.09
H 0.16 -0.06 0.01
H 0.06 0.00 0.16
H 0.01 -0.01 -0.27
H 0.03 -0.17 0.06
H 0.01 -0.10 -0.15
H 0.00 -0.15 0.08
H 0.06 -0.11 -0.06
H -0.08 0.06 0.08
H 0.04 -0.06 0.13
H -0.06 -0.06 -0.02
H 0.15 0.09 0.01
H 0.03 0.15 0.03
H 0.09 0.09 0.03
H 0.01 -0.02 0.00
H 0.10 0.04 -0.04
H 0.11 0.05 0.04
H 0.03 -0.04 0.07
H -0.05 0.06 0.09
H -0.08 0.05 0.21
H -0.07 0.04 -0.04
H -0.07 -0.05 0.12
H 0.05 -0.01 0.03
H 0.03 0.03 -0.08
H -0.03 0.08 0.00
H -0.05 -0.04 -0.06
H -0.05 0.03 -0.09
H -0.22 0.03 -0.14
H -0.11 -0.09 -0.03
H 0.04 0.14 0.08
H 0.18 0.02 -0.06
H -0.07 -0.08 -0.17
H -0.06 0.18 0.14
H 0.01 0.11 -0.13
H -0.10 -0.01 0.04
H 0.20 0.08 -0.08
H -0.08 0.13 -0.16
H 0.00 -0.01 -0.11
H 0.30 -0.10 0.05
H -0.18 0.09 -0.11
H -0.04 -0.09 0.05
H 0.03 -0.11 0.09
H -0.17 0.25 0.03
H -0.10 -0.05 -0.01
H 0.02 -0.06 0.11
H -0.05 -0.06 0.13
H -0.21 0.12 -0.12
H 0.12 -0.05 -0.16
H -0.08 -0.05 0.06
H 0.09 0.00 0.12
H 0.20 0.00 -0.03
H -0.03 -0.03 -0.08
H -0.11 -0.07 0.03
H 0.04 0.07 0.08
H 0.02 -0.12 0.08